C11H18OS | wB97M-V/def2-TZVPD

```
! wB97M-V def2-TZVPD RIJCOSX def2/J DEFGRID3
* xyz 0 1
C 0.8340 -0.5714 0.9545
C -1.7998 0.2637 0.5668
C -0.4403 1.6337 -1.1036
C -1.8655 1.6386 1.2302
C 0.3160 2.2122 0.0901
C -0.4392 -0.9831 -1.1550
C -1.1997 0.3182 -0.8457
C -0.4484 2.1289 1.3873
C 0.8092 -1.3563 -0.3099
C 2.0877 -0.8770 -1.0321
C 0.8739 -2.8835 -0.1801
O 0.0423 2.3991 2.4555
S 1.3082 -1.3396 2.3587
H -1.1630 -0.3765 1.1879
H -2.7946 -0.1845 0.5381
H -1.1778 2.3749 -1.4236
H 0.2474 1.4927 -1.9380
H -2.4275 2.3340 0.6032
H -2.3469 1.5759 2.2069
H 1.2703 1.7111 0.2487
H 0.5358 3.2681 -0.0949
H -1.1649 -1.7902 -1.0252
H -0.1513 -0.9815 -2.2090
H -2.0315 0.3187 -1.5628
H 2.9717 -1.1350 -0.4507
H 2.0747 0.1982 -1.1816
H 2.1572 -1.3675 -2.0016
H 1.8005 -3.1852 0.3053
H 0.8310 -3.3528 -1.1622
H 0.0409 -3.2521 0.4180
H 1.2497 -0.2318 3.1245
*
```

- LUMO energy: 0.25 eV
- Gap between HOMO and LUMO: 8.3 eV
- Energy above the lowest of the compared OMol25 structures with the same formula, charge and spin: 0.000 eV



C11H19AlN3O4S | wB97M-V/def2-TZVPD

```
! wB97M-V def2-TZVPD RIJCOSX def2/J DEFGRID3
* xyz -1 1
C -0.1429 -1.9996 2.9829
S 0.9624 -1.5929 1.6525
O 1.1760 -2.8134 0.9085
O 2.1027 -0.9578 2.2957
C 0.0786 -0.3327 0.5482
C -0.7807 0.6216 1.3851
C -2.1649 0.0639 1.7345
N -3.1759 0.6331 0.8264
O -0.7442 -1.0679 -0.2626
Al -0.1678 -1.0793 -1.9755
C -0.2533 -2.8006 -2.9431
N 0.3793 -3.9610 -2.2676
O 1.4391 -0.5078 -1.4219
C 1.2822 0.2833 -0.2880
C 1.1882 1.7677 -0.6102
C 1.2899 2.7332 0.3857
C 1.2739 4.0712 0.0508
C 1.1756 4.4172 -1.2887
N 1.1022 3.5191 -2.2606
C 1.1138 2.2291 -1.9170
H -0.9778 -2.5840 2.6036
H -0.4903 -1.0903 3.4691
H 0.4583 -2.5917 3.6725
H -0.2507 0.9454 2.2867
H -0.9539 1.5121 0.7835
H -2.4388 0.3489 2.7558
H -2.1649 -1.0244 1.6899
H -4.0978 0.4703 1.2185
H -3.1489 0.1082 -0.0434
H -0.9728 0.0863 -2.7638
H -1.3244 -3.0189 -3.0820
H 0.1378 -2.6649 -3.9615
H 0.9573 -4.4982 -2.8974
H 0.9441 -3.6758 -1.4786
H 2.2104 0.2069 0.2939
H 1.4032 2.4285 1.4189
H 1.3418 4.8448 0.8086
H 1.1716 5.4631 -1.5832
H 1.0614 1.5072 -2.7263
*
```

- LUMO energy: 2.80 eV
- Gap between HOMO and LUMO: 7.7 eV



C11H19CaNO | wB97M-V/def2-TZVPD

```
! wB97M-V def2-TZVPD RIJCOSX def2/J DEFGRID3
* xyz -2 1
C 1.9414 -2.0557 -1.9543
C 1.2837 -1.3690 -3.0293
C -0.1312 -1.5247 -2.8591
C -0.3501 -2.3202 -1.6855
C 0.9341 -2.6456 -1.1257
Ca 0.6071 -0.2343 -0.9930
N 1.6345 -0.1136 0.6747
C 1.9564 1.8826 -0.7798
C 1.5495 1.6598 -2.0476
H -0.9028 -1.1001 -3.4976
H 1.7690 -0.8073 -3.8198
H -1.3150 -2.5888 -1.2645
H 1.1039 -3.1984 -0.2053
H 3.0131 -2.0834 -1.7732
H 2.2363 1.2826 -2.8110
H 2.9947 1.7306 -0.4674
H 2.2347 -0.0719 1.4799
H 0.5373 1.9510 -2.3853
H 1.3080 2.3911 -0.0461
C -2.1162 1.8082 1.3822
C -1.3456 0.5553 1.7279
C -0.5155 0.8001 2.9560
C -2.3174 -0.5692 1.9903
O -0.5793 0.2239 0.6818
H -2.7775 2.0900 2.2127
H -2.7276 1.6431 0.4851
H -1.4227 2.6350 1.1862
H -1.1607 1.0721 3.8050
H 0.0481 -0.1027 3.2169
H 0.1939 1.6162 2.7778
H -2.9313 -0.7579 1.0995
H -1.7716 -1.4869 2.2408
H -2.9811 -0.3119 2.8274
*
```

- LUMO energy (spin up / spin down): 5.48 / 5.46 eV
- Gap between HOMO and LUMO (spin up / spin down): 6.3 / 1.9 eV
- Energy above the lowest of the compared OMol25 structures with the same formula, charge and spin: 2.694 eV



no.,calculated total energy (eV)
1,-24579.26469
2,-41811.19607
3,-33685.12227